The following is a DFT calculation (ωB97M-V with the def2-TZVPD basis set) of a gas-phase ion, C5H11N2 (charge +1) at a distorted geometry.

```
18
Properties=species:S:1:pos:R:3
C 1.7704 0.0027 -0.4278
C 0.4328 -0.3022 0.2455
C 0.4082 -0.4380 1.7801
N -0.1409 -1.3239 -0.4877
C -1.1882 -1.0215 -1.1038
C -1.6273 0.4537 -0.9389
N -0.6113 1.0098 -0.0340
H 1.7384 -0.4004 -1.5163
H 2.7185 -0.3394 0.1573
H 1.9774 1.0762 -0.3657
H -0.5512 -0.3819 2.1171
H 1.0166 0.3791 2.1099
H 0.6352 -1.4846 1.9125
H -1.6030 -1.8259 -1.6486
H -1.5314 1.0754 -1.8445
H -2.5347 0.5848 -0.3146
H -0.0938 1.6961 -0.5541
H -0.8157 1.2399 0.9137
```

As for the HOMO-LUMO gap: 12.18 eV. As for the structure (SMILES): CC1(C)N=CC[NH2+]1. The value obtained for the LUMO energy is -0.121 hartree. The calculation puts the HOMO energy at -15.5 eV. Its total charge is +1. For the maximum force, the calculation gives 3.62 eV/Å. As for the relative energy (zero: lowest compared OMol25 entry of this formula, charge and spin): 36.6 kcal per mole.